47
Properties=species:S:1:pos:R:3:lowdin_charge:R:1 method="wB97M-V/def2-TZVPD" energy_ev=-44263.2669 homo_lumo_gap_ev=4.990 homo_ev=-5.64
Pb 8.107 8.018 10.787 1.578
C 7.205 5.823 16.346 -0.050
N 7.216 6.968 15.439 -0.174
C 7.771 8.197 16.006 -0.060
C 7.337 6.762 14.089 -0.422
N 8.132 7.444 13.315 0.034
N 6.476 5.791 13.588 0.148
C 6.348 5.299 12.298 -0.492
N 5.501 4.260 12.199 0.157
N 7.003 5.797 11.279 0.017
H 7.013 6.178 17.367 0.093
H 8.157 5.263 16.374 0.098
H 6.411 5.106 16.080 0.078
H 7.297 8.372 16.997 0.099
H 7.544 9.055 15.363 0.098
H 8.881 8.149 16.156 0.103
H 8.764 8.053 13.819 0.049
H 5.847 5.373 14.266 0.131
H 4.881 4.074 12.974 0.109
H 5.292 3.921 11.265 0.127
H 6.834 5.294 10.419 0.062
O 5.362 11.569 6.149 0.099
C 5.775 10.845 7.019 -0.230
C 5.608 11.047 8.578 -0.292
O 5.043 11.980 9.120 0.069
C 6.315 9.904 9.197 -0.362
C 6.863 9.012 8.192 -0.359
O 7.488 7.920 8.458 -0.228
C 6.635 9.512 6.809 -0.283
O 7.016 9.085 5.738 0.071
O 6.478 9.767 10.465 -0.227
C 13.207 9.736 9.645 -0.030
N 12.654 8.648 10.406 -0.055
C 13.479 7.695 10.970 -0.023
C 12.945 6.647 11.650 -0.011
C 11.511 6.577 11.726 -0.364
N 10.728 7.539 11.214 0.051
C 11.224 8.601 10.545 -0.487
O 10.503 9.510 10.028 -0.036
N 10.922 5.537 12.339 0.165
H 14.308 9.722 9.681 0.094
H 12.862 10.684 10.076 0.103
H 12.856 9.665 8.609 0.109
H 14.538 7.862 10.812 0.131
H 13.568 5.871 12.091 0.108
H 11.463 4.792 12.765 0.116
H 9.918 5.572 12.502 0.089

=====

70
Properties=species:S:1:pos:R:3:lowdin_charge:R:1 method="wB97M-V/def2-TZVPD" energy_ev=-70666.7684 homo_lumo_gap_ev=4.498 homo_ev=-5.49 e_above_lowest_ev=0.0000
C 0.383 -4.768 1.219 -0.020
C 0.783 -3.511 0.773 -0.302
N -0.105 -2.695 0.171 -0.030
C -1.408 -3.014 0.069 -0.306
C -1.860 -4.252 0.523 -0.023
C -0.952 -5.145 1.092 -0.038
C 2.245 -3.099 0.858 -0.278
P 2.551 -1.290 0.863 0.726
Bi 0.783 -0.635 -0.958 1.381
P -1.740 -0.790 -1.730 0.725
C -2.407 -2.018 -0.532 -0.258
C 1.435 1.456 -1.706 -0.395
C 1.744 2.489 -0.831 -0.148
C 2.304 3.666 -1.360 -0.087
C 2.507 3.782 -2.741 -0.100
C 2.153 2.738 -3.603 -0.105
C 1.592 1.566 -3.081 -0.196
O 3.867 -3.725 -1.538 -0.085
O 3.729 -1.325 -2.941 -0.139
H 1.140 -5.438 1.624 0.117
H -2.919 -4.487 0.426 0.116
H -1.284 -6.122 1.433 0.111
C 2.298 -0.645 2.521 -0.251
C 4.194 -0.797 0.293 -0.258
H -3.204 -2.588 -1.041 0.092
H -2.856 -1.433 0.295 0.101
H 2.792 -3.474 -0.049 0.063
H 2.694 -3.530 1.771 0.099
C -2.625 0.784 -1.757 -0.243
C -1.811 -1.503 -3.393 -0.287
H 1.568 2.416 0.244 0.083
H 2.574 4.476 -0.684 0.098
H 2.939 4.691 -3.149 0.096
H 2.300 2.817 -4.681 0.097
H 1.283 0.770 -3.771 0.078
H 2.733 -1.412 -2.938 -0.050
H 3.898 -0.416 -3.241 0.060
H 3.968 -2.942 -2.122 0.007
H 3.671 -4.473 -2.118 0.060
H 1.143 -1.769 -2.379 -0.106
H 3.067 -1.017 3.214 0.050
H 2.340 0.453 2.484 0.053
H 1.297 -0.929 2.870 0.041
H 4.979 -1.239 0.921 0.048
H 4.352 -1.087 -0.756 0.015
H 4.269 0.299 0.340 0.054
H -2.847 -1.659 -3.723 0.042
H -1.307 -0.824 -4.097 0.046
H -1.270 -2.456 -3.398 0.038
H -3.657 0.661 -2.116 0.049
H -2.643 1.241 -0.760 0.032
H -2.098 1.487 -2.420 0.059
O -1.293 -0.621 2.515 0.014
C -1.128 0.435 1.897 -0.620
O -0.305 0.640 0.910 -0.255
C -1.902 1.681 2.250 -0.092
C -1.806 2.848 1.475 0.079
C -2.598 3.979 1.778 -0.119
C -3.483 3.977 2.864 0.094
C -3.581 2.815 3.638 -0.119
C -2.802 1.672 3.324 0.097
N -4.473 2.796 4.770 -0.317
O -5.145 3.821 5.022 0.059
O -4.548 1.764 5.468 0.066
N -2.501 5.132 0.918 -0.316
O -1.716 5.074 -0.056 0.056
O -3.186 6.146 1.164 0.066
H -1.127 2.902 0.630 0.117
H -4.069 4.869 3.111 0.136
H -2.917 0.786 3.934 0.127

=====

170
Properties=species:S:1:pos:R:3:lowdin_charge:R:1 method="wB97M-V/def2-TZVPD" energy_ev=-237009.5062 homo_lumo_gap_ev=8.576 homo_ev=-8.51 e_above_lowest_ev=0.0000
O -2.154 3.237 -7.022 -0.258
S -0.843 3.451 -6.543 0.558
O -0.031 4.551 -6.914 -0.261
O -0.872 3.455 -4.939 -0.303
C -0.713 4.732 -4.291 -0.267
C -0.990 4.567 -2.815 -0.072
C 0.141 1.991 -6.701 -0.111
H -1.323 5.501 -4.760 0.126
H 0.326 5.070 -4.372 0.098
H -0.971 5.591 -2.433 0.078
H -0.246 4.033 -2.229 0.069
H -1.983 4.154 -2.642 0.067
H 0.567 1.724 -5.740 0.039
H 0.955 2.185 -7.392 0.078
H -0.492 1.158 -7.002 0.069
O 0.887 -3.439 -6.161 -0.268
S 1.524 -3.204 -4.907 0.542
O 1.954 -1.888 -4.553 -0.286
O 0.519 -3.738 -3.838 -0.249
C 0.818 -3.313 -2.465 -0.235
C 0.481 -4.476 -1.554 -0.043
C 2.881 -4.337 -4.781 -0.096
H 0.179 -2.454 -2.302 0.116
H 1.840 -2.982 -2.341 0.073
H 0.306 -4.218 -0.511 0.061
H 1.337 -5.158 -1.526 0.080
H -0.406 -5.014 -1.881 0.085
H 3.180 -4.544 -5.802 0.074
H 2.547 -5.220 -4.241 0.078
H 3.688 -3.923 -4.181 0.045
O -4.532 1.148 -2.608 -0.254
S -3.714 0.108 -3.100 0.528
O -2.988 -0.731 -2.198 -0.296
O -4.679 -0.818 -3.919 -0.241
C -4.091 -1.776 -4.819 -0.275
C -4.767 -3.103 -4.646 -0.049
C -2.654 0.746 -4.353 -0.115
H -3.013 -1.888 -4.674 0.111
H -4.130 -1.367 -5.832 0.128
H -4.443 -3.812 -5.406 0.089
H -5.834 -2.958 -4.844 0.089
H -4.616 -3.486 -3.642 0.057
H -3.287 1.074 -5.167 0.090
H -1.812 0.076 -4.502 0.077
H -2.103 1.568 -3.883 0.064
O -1.688 0.268 6.316 -0.252
S -2.511 1.217 5.682 0.542
O -3.933 1.045 5.693 -0.284
O -2.174 2.607 6.365 -0.261
C -3.240 3.596 6.391 -0.258
C -4.022 3.479 7.688 -0.070
C -1.976 1.548 4.038 -0.131
H -3.889 3.509 5.523 0.113
H -2.701 4.542 6.442 0.119
H -4.816 4.227 7.719 0.082
H -3.347 3.550 8.536 0.083
H -4.509 2.504 7.725 0.073
H -1.038 1.037 3.827 0.072
H -1.976 2.585 3.744 0.048
H -2.645 0.963 3.400 0.055
O 2.987 2.599 1.658 -0.282
S 3.999 3.401 1.048 0.520
O 4.804 2.821 0.038 -0.245
O 3.275 4.678 0.504 -0.279
C 2.083 5.161 1.196 -0.225
C 2.195 6.671 1.415 -0.047
C 4.930 4.237 2.282 -0.101
H 2.019 4.659 2.158 0.108
H 1.241 4.925 0.553 0.091
H 2.790 7.139 0.637 0.084
H 2.497 6.872 2.443 0.073
H 1.191 7.103 1.374 0.073
H 5.580 4.952 1.788 0.087
H 5.506 3.563 2.911 0.064
H 4.194 4.751 2.897 0.069
O 2.739 -2.575 0.048 -0.258
S 4.082 -2.826 -0.331 0.525
O 5.011 -3.239 0.651 -0.261
O 4.144 -3.859 -1.525 -0.274
C 5.440 -4.356 -1.876 -0.264
C 5.496 -5.869 -1.612 -0.042
C 4.718 -1.371 -1.109 -0.090
H 6.259 -3.905 -1.317 0.114
H 5.586 -4.143 -2.935 0.115
H 4.975 -6.410 -2.404 0.075
H 4.880 -6.040 -0.728 0.084
H 6.505 -6.229 -1.451 0.080
H 5.759 -1.482 -1.383 0.076
H 4.440 -0.532 -0.480 0.063
H 4.135 -1.309 -2.034 0.071
O 7.644 0.021 0.138 -0.244
S 7.232 0.359 1.436 0.535
O 7.219 1.702 1.886 -0.257
O 5.776 -0.230 1.562 -0.277
C 5.015 0.110 2.717 -0.270
C 3.688 -0.584 2.546 -0.050
C 8.043 -0.708 2.592 -0.104
H 4.867 1.188 2.815 0.092
H 5.489 -0.184 3.664 0.127
H 3.081 -0.437 3.435 0.093
H 3.881 -1.629 2.318 0.063
H 3.238 -0.104 1.677 0.063
H 7.560 -1.672 2.651 0.079
H 8.082 -0.169 3.535 0.070
H 9.061 -0.758 2.207 0.073
O -7.335 -4.931 2.554 -0.265
S -7.147 -3.707 3.244 0.551
O -7.474 -3.565 4.615 -0.265
O -5.603 -3.369 3.059 -0.311
C -4.985 -2.542 4.052 -0.236
C -3.693 -2.080 3.385 -0.070
C -7.879 -2.354 2.337 -0.098
H -4.789 -3.179 4.908 0.129
H -5.505 -1.633 4.364 0.125
H -3.170 -2.909 2.885 0.068
H -2.942 -1.665 4.052 0.074
H -3.881 -1.433 2.517 0.063
H -8.557 -1.792 2.965 0.068
H -8.290 -2.795 1.433 0.066
H -7.057 -1.714 2.028 0.063
C -2.600 5.234 2.196 -0.254
S -2.377 5.684 0.469 0.834
O -1.012 5.269 0.039 -0.563
C -3.491 4.449 -0.196 -0.259
H -1.696 5.612 2.675 0.053
H -2.544 4.145 2.214 0.024
H -3.477 5.694 2.635 0.057
H -3.736 4.592 -1.243 0.046
H -4.463 4.596 0.296 0.062
H -3.147 3.454 0.080 0.036
C -5.166 -5.022 -1.014 -0.248
S -4.269 -4.397 0.409 0.804
O -2.951 -5.072 0.440 -0.534
C -3.928 -2.772 -0.239 -0.268
H -4.503 -4.904 -1.872 0.037
H -6.126 -4.522 -1.125 0.059
H -5.377 -6.072 -0.824 0.055
H -3.288 -3.003 -1.096 0.041
H -3.374 -2.138 0.443 0.014
H -4.773 -2.207 -0.635 0.066
C 0.961 -3.697 5.278 -0.260
S 0.151 -4.806 4.104 0.815
O -1.304 -4.670 4.317 -0.545
C 0.660 -3.934 2.609 -0.270
H 2.026 -3.854 5.114 0.048
H 0.556 -3.905 6.263 0.051
H 0.712 -2.660 5.043 0.047
H 0.775 -2.853 2.595 0.044
H -0.032 -4.236 1.818 0.038
H 1.589 -4.449 2.339 0.047
C -1.069 -0.455 0.759 -0.236
S -1.134 1.219 0.090 0.867
O -1.232 2.069 1.321 -0.556
C 0.631 1.256 -0.217 -0.259
H -0.099 -0.662 1.212 0.049
H -1.272 -1.256 0.060 0.038
H -1.811 -0.520 1.559 0.036
H 0.919 2.310 -0.321 0.045
H 0.993 0.651 -1.046 0.053
H 1.152 1.046 0.720 0.039
C 3.315 4.255 -3.082 -0.233
S 2.577 3.057 -4.215 0.805
O 3.415 2.904 -5.435 -0.525
C 3.022 1.622 -3.243 -0.254
H 3.269 3.910 -2.055 0.022
H 2.904 5.248 -3.256 0.049
H 4.360 4.319 -3.403 0.067
H 4.104 1.553 -3.147 0.071
H 2.638 0.768 -3.807 0.038
H 2.519 1.576 -2.278 0.025

=====

65
Properties=species:S:1:pos:R:3:lowdin_charge:R:1 method="wB97M-V/def2-TZVPD" energy_ev=-88588.2074 homo_lumo_gap_ev=5.349 homo_ev=-6.13 e_above_lowest_ev=0.0000
W -0.165 -0.391 0.246 1.522
Cl 1.158 2.102 6.623 0.683
C 1.236 1.236 5.119 -0.612
C 2.182 0.262 4.950 -0.172
C 2.254 -0.471 3.755 -0.655
I 3.676 -1.968 3.529 0.898
C 1.362 -0.247 2.724 -0.430
O 1.322 -0.928 1.608 -0.270
C 0.439 0.832 2.883 -0.134
N -0.344 1.077 1.785 -0.037
C -1.267 2.029 1.876 -0.104
C -1.445 2.787 3.036 -0.038
C -0.658 2.567 4.137 -0.020
C 0.329 1.560 4.081 -0.170
H 2.876 0.047 5.750 0.093
H -1.879 2.188 0.999 0.109
H -2.215 3.545 3.045 0.109
H -0.782 3.144 5.042 0.091
Cl -3.765 -6.743 1.609 0.671
C -3.050 -5.168 1.539 -0.673
C -3.336 -4.251 2.559 -0.105
C -2.790 -2.994 2.527 -0.570
Cl -3.141 -1.865 3.785 0.729
C -1.930 -2.567 1.479 -0.343
O -1.475 -1.364 1.505 -0.204
C -1.638 -3.532 0.468 -0.116
C -0.749 -3.275 -0.612 -0.149
O -0.080 -2.249 -0.833 -0.118
C -2.219 -4.822 0.514 -0.060
H -3.988 -4.533 3.372 0.110
H -0.644 -4.086 -1.339 0.138
H -1.991 -5.531 -0.269 0.115
C -0.148 3.266 -1.242 -0.053
C -1.276 2.673 -2.041 -0.213
C -1.920 3.452 -2.996 -0.064
C -2.961 2.946 -3.752 -0.089
C -3.378 1.635 -3.566 -0.059
C -2.768 0.820 -2.629 -0.219
C -3.200 -0.602 -2.429 -0.048
C -1.710 1.343 -1.853 -0.270
N -1.122 0.524 -0.927 -0.155
H 0.518 3.835 -1.892 0.078
H 0.431 2.497 -0.733 0.037
H -0.526 3.958 -0.487 0.080
H -1.590 4.473 -3.146 0.110
H -3.448 3.571 -4.489 0.099
H -4.191 1.236 -4.161 0.106
H -4.059 -0.833 -3.058 0.074
H -3.464 -0.789 -1.386 0.079
H -2.389 -1.290 -2.677 0.076
C 4.591 1.371 -1.895 -0.036
C 3.829 0.068 -2.178 -0.583
C 4.634 -1.144 -1.686 -0.030
C 3.509 -0.062 -3.672 -0.036
C 2.570 0.088 -1.435 -0.067
N 1.592 0.105 -0.832 0.077
H 5.530 1.362 -2.449 0.090
H 4.815 1.467 -0.834 0.092
H 4.012 2.238 -2.209 0.089
H 5.588 -1.173 -2.214 0.092
H 4.099 -2.072 -1.880 0.092
H 4.830 -1.077 -0.616 0.091
H 4.443 -0.065 -4.235 0.091
H 2.900 0.774 -4.017 0.092
H 2.975 -0.988 -3.878 0.091